No. 1
The following is a quantum chemistry calculation of a molecular structure, C14H22N2O8P2SZn, from the OMol25 dataset.

Each line ends with the natural charge from an NBO analysis.
Element x y z (Å)
Zn 1.607224 1.353640 -0.708447  1.638
C 2.688908 3.698138 2.625496  -0.647
C 1.331180 3.079125 2.246270  -0.478
O 0.305912 3.468071 3.153494  -0.716
P 0.810909 3.814339 0.646225  2.383
O -0.719889 3.600486 0.387013  -1.008
O 0.943982 5.370931 0.903293  -0.975
O 1.662194 3.341720 -0.499208  -1.199
P 1.462270 1.214222 2.179286  2.339
O 2.262841 0.983528 3.562734  -1.005
O 0.123383 0.589413 2.231642  -1.131
O 2.398554 0.881979 1.021916  -1.243
H 2.597893 4.780061 2.697629  0.228
H 3.453658 3.447839 1.888632  0.235
H 3.002258 3.299416 3.587695  0.236
H 0.319771 2.866143 3.907517  0.486
H -0.868592 2.699881 -0.016033  0.548
H 0.254956 5.887497 0.471150  0.524
H 1.996829 0.141128 3.947089  0.512
C 3.001346 -3.404922 -2.349228  -0.620
C 1.879478 -2.906386 -3.247859  -0.215
N 0.702192 -2.452724 -2.499340  -0.382
C -0.315988 -3.470189 -2.183653  -0.206
C -0.234576 -3.987166 -0.755599  -0.620
C 0.568846 -1.201171 -2.042476  0.393
S 1.848937 -0.091391 -2.452990  -0.448
N -0.578628 -1.003799 -1.370145  -0.673
C -1.016419 0.095303 -0.784770  0.709
O -0.434437 1.221422 -0.702428  -0.852
C -2.389220 0.001150 -0.206410  -0.081
C -3.300026 -0.928586 -0.701912  -0.175
C -4.575929 -1.012885 -0.168322  -0.227
C -4.943625 -0.179142 0.880003  -0.189
C -4.031801 0.734335 1.391426  -0.217
C -2.759239 0.827450 0.848441  -0.175
H 3.873545 -3.659308 -2.952698  0.218
H 2.703119 -4.294647 -1.794343  0.204
H 3.290630 -2.630215 -1.639206  0.228
H 1.533598 -3.700285 -3.908890  0.200
H 2.231692 -2.094259 -3.877477  0.227
H -0.159968 -4.282056 -2.893116  0.196
H -1.298082 -3.044358 -2.372109  0.222
H 0.719999 -4.477305 -0.562011  0.203
H -1.029689 -4.715158 -0.585492  0.215
H -0.361252 -3.169625 -0.047855  0.236
H -2.998527 -1.575094 -1.514346  0.220
H -5.281497 -1.730473 -0.566909  0.213
H -5.936881 -0.249646 1.305251  0.213
H -4.305029 1.368175 2.224855  0.216
H -2.036809 1.495401 1.296212  0.238

Atoms 1-2, force components in eV/Å:
Zn 0.049 -0.343 -0.355
C -0.029 -0.065 -0.082

The total energy comes out at -4118.6813 Eh. As for the charge: 0. The LUMO energy comes out at 0.0 eV. For the energy above the lowest of the compared OMol25 structures with the same formula, charge and spin, the calculation gives 0.0 kcal per mole. Its multiplicity is 1. The calculation puts the frontier orbital gap at 9.09 eV.

***

No. 2
The following is a quantum chemistry calculation of a single C14H22N3O5P molecule at a distorted geometry, from the OMol25 dataset.

Each line ends with the natural charge from an NBO analysis.
Element x y z (Å)
O -1.034878 -2.509070 -3.291387  -0.587
O 2.210967 -1.401415 -0.543014  -0.669
O -2.421722 -3.757336 4.826359  -1.155
O -3.444302 -1.557944 4.795624  -0.981
O -1.251261 -2.111191 6.102275  -0.992
C -0.200293 -1.679774 -2.933605  0.666
C 1.474455 -1.017077 -1.461326  0.785
C -0.016917 -0.431087 -3.733671  -0.251
C -0.584110 0.064414 -4.895986  0.014
C 0.882094 1.581531 -4.102299  -0.120
C 0.928541 0.511142 -3.257206  0.110
N 0.496169 -1.848400 -1.750481  -0.620
N -0.088483 1.342184 -5.074709  -0.494
N 1.777212 0.131312 -2.167929  -0.428
C 2.805830 1.098282 -1.758125  -0.207
C 2.211694 2.321317 -1.117833  -0.407
C 1.320124 1.981529 0.116465  -0.409
C -0.167068 1.651543 -0.167360  -0.378
C -1.013803 1.229758 1.032022  -0.385
C -0.449495 -0.060494 1.675817  -0.403
C -1.443601 -0.499137 2.755410  -0.385
C -0.974172 -1.798066 3.432637  -0.801
P -2.043692 -2.337956 4.784303  2.337
H -3.984643 -2.139833 5.359721  0.511
H -1.611928 -2.829953 6.672737  0.520
H -1.337378 -0.420601 -5.543496  0.241
H 1.573631 2.421605 -4.078901  0.221
H 0.510574 -2.755927 -1.305632  0.450
H -0.301348 1.956587 -5.851826  0.427
H 3.341602 1.405783 -2.669637  0.199
H 3.527244 0.624024 -1.102537  0.244
H 3.029575 2.930133 -0.737743  0.216
H 1.633713 2.906768 -1.829881  0.198
H 1.362394 2.835894 0.764379  0.201
H 1.834823 1.157116 0.620794  0.210
H -0.213608 0.816016 -0.860085  0.185
H -0.630095 2.521189 -0.590939  0.200
H -2.023233 1.078053 0.655542  0.205
H -1.036691 2.034748 1.768279  0.194
H 0.553242 0.099847 2.088240  0.209
H -0.383543 -0.842339 0.910053  0.200
H -1.526505 0.280502 3.540879  0.205
H -2.435762 -0.746953 2.345686  0.214
H -0.855925 -2.570809 2.675449  0.261
H 0.000573 -1.665914 3.902936  0.249

Atoms 1-2, force components in eV/Å:
O 0.937 0.328 0.475
O 0.044 0.970 -0.005

The total energy comes out at -1428.6243 Eh. As for the charge: 0. The LUMO energy comes out at 0.5 eV. For the energy above the lowest of the compared OMol25 structures with the same formula, charge and spin, the calculation gives 24.9 kcal per mole. Its multiplicity is 1. The calculation puts the frontier orbital gap at 9.13 eV. Its SMILES is O=c1[nH]c(=O)n(CCCCCCCCP(=O)(O)O)c2c[nH]cc12.

***

No. 3
The following is a quantum chemistry calculation of a single C14H22NO5PS molecule at a distorted geometry, from the OMol25 dataset.

Each line ends with the natural charge from an NBO analysis.
Element x y z (Å)
C 1.189526 -2.629621 0.997865  -0.619
C 1.685185 -1.632644 -0.065857  -0.709
P 1.648721 0.072866 0.629748  0.784
C 2.772836 1.089252 -0.424420  -0.707
C 4.172417 0.498261 -0.452336  -0.604
C -0.094973 0.758313 0.387933  0.012
O -0.298978 1.879515 1.272917  -0.519
C 0.188038 1.801047 2.460827  0.541
N 0.566045 1.671476 3.558553  -0.385
C -0.206571 1.236423 -1.093907  0.079
C 0.073614 2.714922 -1.345429  -0.541
C 0.583179 2.907491 -2.747739  0.798
O 1.699300 3.296099 -3.002179  -0.548
O -0.331390 2.597685 -3.713025  -0.704
O -1.576149 0.994819 -1.510058  -0.512
C -2.245733 0.596305 -0.397482  0.800
O -3.366487 0.917613 -0.107895  -0.538
C -1.262364 -0.254399 0.406294  -0.340
C -1.788676 -0.553280 1.790073  -0.430
C -3.084718 -1.376064 1.864138  -0.405
C -3.483658 -2.205532 0.653594  -0.512
S -2.299059 -3.517682 0.207108  -0.058
H 1.600726 -2.336834 1.948921  0.219
H 1.580037 -3.598719 0.734998  0.214
H 0.114468 -2.648485 1.026659  0.221
H 1.070823 -1.674178 -0.964963  0.202
H 2.694741 -1.904277 -0.317437  0.243
H 2.848396 2.092512 -0.029491  0.239
H 2.429487 1.186321 -1.446590  0.207
H 4.666783 0.600091 0.499142  0.218
H 4.758219 1.076265 -1.152536  0.223
H 4.201085 -0.523886 -0.791779  0.201
H 0.395255 0.560587 -1.687058  0.198
H -0.839970 3.252654 -1.156753  0.265
H 0.848483 3.054269 -0.681105  0.244
H 0.049139 1.911046 -4.263362  0.497
H -0.879445 -1.085274 -0.159896  0.253
H -1.011973 -0.973745 2.408945  0.230
H -2.008634 0.406483 2.233412  0.228
H -3.920306 -0.726524 2.077044  0.228
H -3.026756 -2.064137 2.695053  0.210
H -3.721730 -1.613233 -0.212394  0.228
H -4.396958 -2.718894 0.908333  0.226
H -1.991975 -3.134910 -1.037864  0.121

Atoms 1-2, force components in eV/Å:
C 0.477 0.562 -0.732
C -1.129 0.382 0.173

The total energy comes out at -1717.1078 Eh. As for the charge: 0. The LUMO energy comes out at 0.1 eV. For the energy above the lowest of the compared OMol25 structures with the same formula, charge and spin, the calculation gives 0.0 kcal per mole. Its multiplicity is 1. The calculation puts the frontier orbital gap at 8.90 eV. Its SMILES is CCP(CC)[C@@]1(OC#N)[C@H](CC(=O)O)OC(=O)[C@@H]1CCCS.

***

No. 4
The following is a quantum chemistry calculation of a single C14H22O molecule at a distorted geometry, from the OMol25 dataset.

Each line ends with the natural charge from an NBO analysis.
Element x y z (Å)
C 0.757382 -1.649245 2.641544  -0.374
C 0.179504 -0.610817 2.025456  -0.178
C -1.806592 -0.810321 -0.354748  -0.238
C -2.428476 -1.018152 -1.498597  -0.162
C 1.328000 -0.140371 -1.677511  -0.409
C 1.140279 -1.007574 -0.409795  -0.410
C -0.632535 1.331649 -1.042915  -0.425
C 0.936191 1.278562 -1.155625  -0.207
C 0.431175 -0.075558 0.626146  -0.098
C -1.027053 0.383565 0.042774  0.226
C 1.288143 1.202065 0.389026  0.039
C -3.185649 -2.312475 -1.807089  -0.643
C 2.735744 1.132134 0.749273  -0.616
C 0.844179 2.469705 1.233306  -0.627
O -1.905241 0.987603 1.029241  -0.721
H 0.447651 -1.967682 3.558336  0.183
H 1.582023 -2.341375 2.297413  0.184
H -0.513955 -0.184959 2.662865  0.209
H -1.933357 -1.691398 0.340383  0.209
H -2.486489 -0.500355 -2.352685  0.190
H 2.312614 -0.185496 -1.906203  0.202
H 0.852773 -0.570670 -2.468405  0.204
H 0.680453 -1.847853 -0.771589  0.216
H 2.071991 -1.480883 -0.047214  0.211
H -0.689017 2.360481 -0.913347  0.238
H -1.069403 1.056290 -2.123993  0.207
H 1.374000 2.165440 -1.504487  0.210
H -2.835531 -3.005604 -1.002059  0.213
H -4.343431 -2.046190 -1.633550  0.214
H -3.123182 -2.637018 -2.936599  0.225
H 2.819641 1.175327 1.846351  0.211
H 3.281256 1.773714 0.237860  0.205
H 3.053449 0.172975 0.442699  0.201
H 1.378233 3.335913 0.673164  0.201
H 1.235230 2.477877 2.171712  0.203
H -0.213927 2.416585 1.362958  0.234
H -2.536069 0.364111 1.275903  0.472

Atoms 1-2, force components in eV/Å:
C 1.910 -0.396 -2.909
C 2.534 -1.670 -0.867

The total energy comes out at -621.7232 Eh. As for the charge: 0. The LUMO energy comes out at 0.9 eV. For the energy above the lowest of the compared OMol25 structures with the same formula, charge and spin, the calculation gives 108.6 kcal per mole. Its multiplicity is 1. The calculation puts the frontier orbital gap at 10.07 eV. Its SMILES is C=C[C@@]12CC[C@@H](C[C@@]1(O)/C=C/C)C2(C)C.

***

No. 5
The following is a quantum chemistry calculation of a molecular structure, C14H22O11Rb at a distorted geometry, from the OMol25 dataset.

Each line ends with the Mulliken charge.
Element x y z (Å)
Rb 2.466140 -0.470301 -0.357222  0.925
O 2.726917 -3.525770 -0.235224  -0.936
C 2.081440 -3.750908 1.012928  -0.573
C 0.840575 -2.942874 1.529064  0.097
O 0.950392 -1.559285 1.955221  -0.721
H 2.874393 -3.614765 1.748320  0.183
H 1.869636 -4.810357 1.157162  0.329
H 0.488587 -3.482175 2.408479  0.221
H 0.033234 -2.962674 0.797007  -0.355
C -1.933266 -1.685048 -1.149686  -1.310
C -2.341238 -0.449499 -0.257998  0.542
C -1.233946 0.365266 0.303443  0.531
O -1.702154 1.695440 0.062913  -0.361
C -2.799660 1.715990 -0.669739  0.646
O -3.354564 2.707112 -1.153477  -0.650
O -3.089621 0.472529 -0.958510  -0.388
H -2.730656 -1.852457 -1.873738  0.381
H -1.848053 -2.521068 -0.455495  0.343
H -1.002464 -1.434030 -1.658307  0.268
H -2.975368 -0.861457 0.527036  0.239
H -0.240868 0.232257 -0.125734  -0.635
H -1.093017 0.147251 1.362079  0.256
C 1.252151 0.320557 5.369948  -1.382
C 2.409439 0.691794 4.459714  0.646
C 1.983277 1.413217 3.211779  0.478
O 2.523500 2.712174 3.301556  -0.405
C 3.158609 2.867513 4.512376  0.594
O 3.805955 3.841512 4.818304  -0.587
O 3.106810 1.733972 5.218523  -0.381
H 1.540578 -0.069034 6.346233  0.320
H 0.643596 -0.452441 4.900661  0.336
H 0.624642 1.210384 5.420380  0.381
H 3.011100 -0.178329 4.197052  0.285
H 0.915210 1.628659 3.181507  0.125
H 2.281948 0.909790 2.292290  -0.453
C -1.815424 -0.090240 -5.871323  -1.309
C -1.095933 1.152848 -5.246805  0.374
C -1.706963 1.827981 -3.990971  -0.383
O -0.741760 1.753917 -3.055693  -0.197
C 0.277044 1.037288 -3.420243  0.592
O 1.289128 0.737532 -2.738704  -0.572
O 0.122599 0.730301 -4.713451  -0.338
H -2.641804 0.218429 -6.511559  0.375
H -2.194972 -0.739095 -5.081995  0.287
H -1.197037 -0.646053 -6.576149  0.356
H -0.931356 1.906303 -6.017073  0.271
H -2.575433 1.240994 -3.692137  0.236
H -2.031343 2.826849 -4.282743  0.321

Atoms 1-2, force components in eV/Å:
Rb -0.061 -1.234 0.391
O -1.459 0.888 0.628

The total energy comes out at -1398.3655 Eh. As for the charge: -1. The LUMO energy comes out at 1.9 eV. For the energy above the lowest of the compared OMol25 structures with the same formula, charge and spin, the calculation gives 38.9 kcal per mole. Its multiplicity is 1. The calculation puts the frontier orbital gap at 4.43 eV.